(1)
{
  "formula": "C5H5BO4S",
  "method": "ωB97M-V with the def2-TZVPD basis set",
  "lumo_ha": 0.0071,
  "energy_ha": -917.645894,
  "smiles": "O=C(O)c1ccc(B(O)O)s1",
  "charge": 0,
  "largest_force_ev_per_a": 1.86,
  "symbols": ["O", "O", "O", "O", "S", "B", "C", "C", "C", "C", "C", "H", "H", "H", "H", "H"],
  "positions_angstrom": [[1.06127, -3.40317, 0.97920], [-1.00420, 2.46708, -2.38182], [-2.97468, 1.37684, -1.45520], [2.23389, -1.91072, 2.19140], [-0.57077, -1.29949, -0.66951], [-1.60896, 1.43478, -1.62472], [1.26278, -2.26357, 1.29045], [-0.71422, 0.44021, -0.79406], [0.07556, 1.03435, 0.10895], [0.76703, 0.13575, 0.93495], [0.53143, -1.16241, 0.63091], [-0.06830, 2.56860, -2.68090], [-3.43486, 0.80664, -0.82078], [2.73376, -2.70861, 2.45425], [0.15541, 2.10552, 0.19008], [1.55488, 0.37821, 1.64681]]
}


(2)
{
  "formula": "C37H37GeInNO6S2",
  "method": "ωB97M-V with the def2-TZVPD basis set",
  "lumo_ha": -0.1064,
  "energy_ha": -5001.515672,
  "charge": 1,
  "e_above_lowest_kcal_mol": 7.0,
  "largest_force_ev_per_a": 0.69,
  "symbols": ["In", "O", "S", "C", "C", "C", "C", "S", "O", "C", "C", "C", "C", "C", "C", "C", "C", "C", "C", "C", "C", "H", "H", "H", "H", "H", "H", "H", "H", "H", "H", "H", "H", "H", "H", "H", "H", "H", "H", "O", "N", "O", "O", "C", "O", "C", "C", "Ge", "C", "C", "C", "C", "C", "C", "C", "C", "C", "C", "C", "C", "C", "C", "C", "C", "C", "C", "H", "H", "H", "H", "H", "H", "H", "H", "H", "H", "H", "H", "H", "H", "H", "H", "H", "H", "H"],
  "positions_angstrom": [[-1.19720, 1.81208, 0.34839], [0.94350, 1.98866, 0.70649], [1.74732, 0.74773, 1.17907], [1.64217, 0.75292, 2.99681], [1.76112, 2.13539, 3.63305], [0.45081, 2.94988, 3.54784], [0.64689, 4.26143, 2.79998], [-0.88577, 4.94328, 2.10331], [-1.39307, 3.87887, 1.13999], [-1.93232, 4.83214, 3.54342], [-2.94485, 3.89367, 3.61030], [-3.74704, 3.85983, 4.74290], [-3.53825, 4.76499, 5.77413], [-2.52960, 5.71777, 5.68014], [-1.72192, 5.75994, 4.55563], [3.43534, 1.30830, 1.01875], [3.71666, 2.54872, 0.47391], [5.04158, 2.93467, 0.32624], [6.06489, 2.07852, 0.70828], [5.76756, 0.82862, 1.23928], [4.44926, 0.43290, 1.38786], [2.44501, 0.08548, 3.31519], [0.68653, 0.28237, 3.22413], [2.58148, 2.68254, 3.16364], [2.03951, 1.99187, 4.67592], [0.06143, 3.15168, 4.54370], [-0.30401, 2.35235, 3.03283], [1.27503, 4.11879, 1.92055], [1.07313, 5.04433, 3.43064], [-3.11682, 3.21446, 2.78494], [-4.54242, 3.12919, 4.81226], [-4.16939, 4.73463, 6.65311], [-2.38273, 6.43749, 6.47531], [-0.93800, 6.50648, 4.46838], [2.90943, 3.19618, 0.15664], [5.27452, 3.90305, -0.09737], [7.09685, 2.37682, 0.58165], [6.56506, 0.15647, 1.52739], [4.21657, -0.55271, 1.77822], [-3.47645, 2.10871, 0.45319], [-3.57599, 2.55425, -0.70821], [-2.47837, 2.66620, -1.30711], [-1.70676, -0.17430, -0.51050], [-1.43299, -0.76287, 0.57052], [-1.00677, -0.08085, 1.57064], [-1.59761, -2.25839, 0.70684], [-2.18381, -2.93253, -0.53692], [-1.10210, -2.99715, -2.20834], [-2.29648, -2.81608, -3.73743], [-3.09596, -1.68014, -3.87610], [-3.91488, -1.52420, -4.98584], [-3.94342, -2.50262, -5.97074], [-3.16482, -3.64372, -5.83659], [-2.34765, -3.80016, -4.72406], [-0.09499, -4.68049, -2.17216], [0.70293, -5.04510, -3.26025], [1.48329, -6.19133, -3.22046], [1.49361, -6.98833, -2.08284], [0.71365, -6.63707, -0.99011], [-0.07625, -5.49401, -1.03978], [0.32500, -1.64501, -2.39274], [0.12629, -0.43326, -3.06144], [1.16945, 0.46613, -3.23315], [2.43947, 0.15622, -2.75698], [2.65488, -1.04366, -2.09511], [1.59995, -1.93331, -1.90698], [-2.24683, -2.40501, 1.57330], [-0.61479, -2.65756, 0.97414], [-3.12165, -2.43254, -0.78475], [-2.42039, -3.97159, -0.30469], [-3.09036, -0.91491, -3.10517], [-4.53605, -0.64217, -5.08004], [-4.57820, -2.37839, -6.83872], [-3.19603, -4.41449, -6.59630], [-1.75109, -4.69993, -4.61917], [0.72168, -4.41791, -4.14637], [2.08775, -6.46449, -4.07722], [2.10488, -7.88098, -2.04750], [0.71631, -7.25352, -0.09956], [-0.68442, -5.24155, -0.17767], [-0.84952, -0.20183, -3.47254], [1.00134, 1.39256, -3.76888], [3.26756, 0.83421, -2.92660], [3.64850, -1.29755, -1.74421], [1.77978, -2.88108, -1.40833]]
}


(3)
{
  "formula": "C17H30Br8ClFNO",
  "method": "ωB97M-V with the def2-TZVPD basis set",
  "lumo_ha": -0.1464,
  "energy_ha": -21947.733002,
  "charge": 1,
  "largest_force_ev_per_a": 0.89,
  "symbols": ["O", "C", "F", "C", "C", "N", "C", "C", "C", "C", "Cl", "C", "C", "H", "H", "H", "H", "H", "H", "H", "H", "H", "H", "H", "H", "H", "H", "Br", "C", "C", "Br", "H", "H", "H", "H", "Br", "C", "C", "Br", "H", "H", "H", "H", "Br", "C", "C", "Br", "H", "H", "H", "H", "Br", "C", "C", "Br", "H", "H", "H", "H"],
  "positions_angstrom": [[-5.11847, 1.15507, -0.89001], [-4.12197, 0.52275, -0.96093], [-4.03214, -0.72487, -0.47802], [-2.80062, 0.96901, -1.54896], [-1.68997, 0.71175, -0.57347], [-1.34228, 1.60233, 0.28986], [-0.32115, 1.11688, 1.27352], [-1.10126, 0.62969, 2.53482], [-0.61852, 1.21288, 3.85856], [-1.13187, 2.62380, 4.11726], [-2.90945, 2.70292, 4.10955], [0.27749, -0.04147, 0.47705], [-0.86926, -0.50923, -0.44926], [-2.87097, 2.02818, -1.79169], [-2.61952, 0.41617, -2.47314], [-1.77888, 2.51587, 0.35016], [0.41204, 1.89453, 1.48865], [-2.15547, 0.88724, 2.41572], [-1.05183, -0.45944, 2.56154], [0.47367, 1.26046, 3.86858], [-0.93363, 0.57083, 4.68275], [-0.80260, 2.96622, 5.09753], [-0.74985, 3.34233, 3.39112], [1.09216, 0.23881, -0.19305], [0.65326, -0.83619, 1.11495], [-0.54140, -0.83066, -1.44085], [-1.45897, -1.33274, -0.03416], [2.64496, -0.74379, -2.14907], [3.42412, -2.24272, -1.17653], [3.04661, -3.55154, -1.80755], [1.19415, -4.01544, -1.41520], [3.07858, -2.16201, -0.15097], [4.50060, -2.08265, -1.21288], [3.65034, -4.35706, -1.39753], [3.14625, -3.54276, -2.88689], [3.62091, 0.19332, 2.19080], [4.50128, 1.93122, 2.20599], [3.89607, 2.84055, 3.23984], [2.14828, 3.49028, 2.66910], [4.41923, 2.32958, 1.20049], [5.54512, 1.73486, 2.43755], [4.50761, 3.72715, 3.38625], [3.74054, 2.34212, 4.19060], [-9.90248, -2.55876, -1.49113], [-8.93093, -0.88017, -1.38092], [-8.07696, -0.80451, -0.14353], [-9.13378, -0.47762, 1.45426], [-9.66970, -0.08676, -1.41895], [-8.30924, -0.84250, -2.27277], [-7.38354, 0.03017, -0.20925], [-7.52648, -1.72348, 0.03141], [5.79295, -3.84118, -4.32146], [5.58599, -1.92588, -4.61013], [6.85207, -1.17066, -4.31147], [7.16478, -1.01784, -2.39673], [4.75982, -1.60772, -3.98282], [5.31262, -1.81630, -5.65689], [6.78247, -0.15019, -4.67998], [7.72921, -1.65080, -4.73173]]
}


Q: charge of number 1 (C5H5BO4S)?
A: 0


Q: charge of number 1 (C5H5BO4S)?
A: 0